Entry 1:
The following is a quantum chemistry calculation of a 7-piece molecular cluster, C37H94N8O13 overall at a distorted geometry, from the Open Molecules 2025 dataset.

SMILES	COCCNCCOC.COCCNCCOC.COCCNCCOC.COCCNCCOC.COCCNCCOC.COCCNCCOC.NC(N)=O
ΔE to the lowest compared entry with this formula, charge and spin	4.1930	eV
E	-78420.5244	eV
net charge	0

Last columns: bonded neighbours and bond lengths (Å).
Geometry (Å):
1 C 14.90 8.74 -11.50  O2 1.396, H10 1.090, H11 1.090, H12 1.090
2 O 13.94 8.45 -12.48  C1 1.396, C3 1.419
3 C 12.90 7.56 -12.14  O2 1.419, C4 1.585, H13 1.090, H14 1.090
4 C 11.68 8.37 -11.52  C3 1.585, N5 1.463, H15 1.090, H16 1.090
5 N 11.39 9.53 -12.37  C4 1.463, C6 1.422, H17 1.010
6 C 10.46 10.45 -11.82  N5 1.422, C7 1.584, H18 1.090, H19 1.090
7 C 10.16 11.49 -12.98  C6 1.584, O8 1.410, H20 1.090, H21 1.090
8 O 11.36 12.15 -13.31  C7 1.410, C9 1.439
9 C 11.23 12.95 -14.51  O8 1.439, H22 1.090, H23 1.090, H24 1.090
10 H 15.16 7.75 -11.14  C1 1.090
11 H 14.62 9.44 -10.71  C1 1.090
12 H 15.82 9.09 -11.96  C1 1.090
13 H 13.24 6.73 -11.51  C3 1.090
14 H 12.70 7.12 -13.12  C3 1.090
15 H 11.95 8.60 -10.49  C4 1.090
16 H 10.81 7.75 -11.30  C4 1.090
17 H 12.27 9.94 -12.64  N5 1.010
18 H 10.82 10.95 -10.91  C6 1.090
19 H 9.61 9.82 -11.56  C6 1.090
20 H 9.43 12.21 -12.61  C7 1.090
21 H 9.69 10.98 -13.81  C7 1.090
22 H 12.20 13.26 -14.90  C9 1.090
23 H 10.61 13.83 -14.38  C9 1.090
24 H 10.80 12.32 -15.29  C9 1.090
25 C 14.79 3.91 -16.23  O26 1.426, H34 1.090, H35 1.090, H36 1.090
26 O 14.68 3.66 -14.83  C25 1.426, C27 1.488
27 C 15.72 4.24 -13.94  O26 1.488, C28 1.576, H37 1.090, H38 1.090
28 C 15.74 5.81 -13.93  C27 1.576, N29 1.452, H39 1.090, H40 1.090
29 N 16.54 6.32 -15.04  C28 1.452, C30 1.479, H41 1.010
30 C 16.39 7.79 -15.02  N29 1.479, C31 1.497, H42 1.090, H43 1.090
31 C 17.27 8.38 -16.08  C30 1.497, O32 1.432, H44 1.090, H45 1.090
32 O 18.62 8.44 -15.61  C31 1.432, C33 1.456
33 C 19.61 9.03 -16.50  O32 1.456, H46 1.090, H47 1.090, H48 1.090
34 H 15.80 3.68 -16.57  C25 1.090
35 H 14.48 4.95 -16.34  C25 1.090
36 H 14.03 3.25 -16.66  C25 1.090
37 H 16.69 3.85 -14.24  C27 1.090
38 H 15.69 3.77 -12.95  C27 1.090
39 H 16.17 6.08 -12.97  C28 1.090
40 H 14.68 6.05 -14.01  C28 1.090
41 H 17.52 6.12 -14.89  N29 1.010
42 H 16.63 8.15 -14.02  C30 1.090
43 H 15.34 8.05 -15.13  C30 1.090
44 H 17.07 9.45 -16.10  C31 1.090
45 H 17.15 8.00 -17.10  C31 1.090
46 H 20.14 8.33 -17.15  C33 1.090
47 H 20.38 9.51 -15.89  C33 1.090
48 H 19.23 9.91 -17.03  C33 1.090
49 C 12.66 11.78 -6.93  O50 1.408, H58 1.090, H59 1.090, H60 1.090
50 O 12.91 11.73 -8.32  C49 1.408, C51 1.445
51 C 12.97 13.03 -8.95  O50 1.445, C52 1.555, H61 1.090, H62 1.090
52 C 13.60 12.98 -10.37  C51 1.555, N53 1.450, H63 1.090, H64 1.090
53 N 15.03 13.22 -10.41  C52 1.450, C54 1.430, H65 1.010
54 C 15.55 12.58 -11.57  N53 1.430, C55 1.622, H66 1.090, H67 1.090
55 C 15.27 13.41 -12.93  C54 1.622, O56 1.439, H68 1.090, H69 1.090
56 O 15.87 12.74 -14.05  C55 1.439, C57 1.418
57 C 15.66 13.47 -15.26  O56 1.418, H70 1.090, H71 1.090, H72 1.090
58 H 11.73 12.31 -6.72  C49 1.090
59 H 13.47 12.34 -6.47  C49 1.090
60 H 12.59 10.72 -6.69  C49 1.090
61 H 13.48 13.79 -8.35  C51 1.090
62 H 11.95 13.41 -8.97  C51 1.090
63 H 13.09 13.58 -11.11  C52 1.090
64 H 13.25 12.05 -10.81  C52 1.090
65 H 15.46 12.86 -9.56  N53 1.010
66 H 15.22 11.55 -11.68  C54 1.090
67 H 16.63 12.49 -11.43  C54 1.090
68 H 15.69 14.41 -12.84  C55 1.090
69 H 14.19 13.56 -13.04  C55 1.090
70 H 14.59 13.51 -15.41  C57 1.090
71 H 16.24 12.90 -16.00  C57 1.090
72 H 15.98 14.51 -15.28  C57 1.090
73 C 11.73 1.13 -18.47  O74 1.455, H82 1.090, H83 1.090, H84 1.090
74 O 11.16 0.86 -19.79  C73 1.455, C75 1.408
75 C 10.76 2.07 -20.39  O74 1.408, C76 1.539, H85 1.090, H86 1.090
76 C 11.81 3.17 -20.59  C75 1.539, N77 1.426, H87 1.090, H88 1.090
77 N 11.88 4.16 -19.56  C76 1.426, C78 1.469, H89 1.010
78 C 12.87 5.20 -19.87  N77 1.469, C79 1.540, H90 1.090, H91 1.090
79 C 12.91 6.24 -18.74  C78 1.540, O80 1.379, H92 1.090, H93 1.090
80 O 14.00 7.04 -19.01  C79 1.379, C81 1.407
81 C 14.15 8.18 -18.19  O80 1.407, H94 1.090, H95 1.090, H96 1.090
82 H 12.55 1.85 -18.46  C73 1.090
83 H 12.16 0.21 -18.07  C73 1.090
84 H 10.91 1.41 -17.81  C73 1.090
85 H 9.90 2.45 -19.84  C75 1.090
86 H 10.42 1.72 -21.37  C75 1.090
87 H 11.68 3.53 -21.61  C76 1.090
88 H 12.77 2.66 -20.66  C76 1.090
89 H 11.00 4.65 -19.54  N77 1.010
90 H 12.45 5.62 -20.79  C78 1.090
91 H 13.83 4.69 -19.93  C78 1.090
92 H 13.04 5.76 -17.77  C79 1.090
93 H 11.95 6.76 -18.76  C79 1.090
94 H 13.20 8.69 -18.30  C81 1.090
95 H 14.90 8.76 -18.73  C81 1.090
96 H 14.48 8.01 -17.16  C81 1.090
97 C 10.96 14.75 -18.00  O98 1.413, H106 1.090, H107 1.090, H108 1.090
98 O 11.66 14.27 -19.13  C97 1.413, C99 1.423
99 C 12.26 13.00 -18.92  O98 1.423, C100 1.549, H109 1.090, H110 1.090
100 C 11.40 11.73 -18.70  C99 1.549, N101 1.479, H111 1.090, H112 1.090
101 N 10.53 11.62 -19.89  C100 1.479, C102 1.409, H113 1.010
102 C 9.41 10.78 -19.72  N101 1.409, C103 1.551, H114 1.090, H115 1.090
103 C 9.61 9.39 -19.06  C102 1.551, O104 1.432, H116 1.090, H117 1.090
104 O 9.77 9.53 -17.64  C103 1.432, C105 1.447
105 C 10.09 8.26 -17.03  O104 1.447, H118 1.090, H119 1.090, H120 1.090
106 H 10.09 14.09 -17.93  C97 1.090
107 H 10.60 15.73 -18.32  C97 1.090
108 H 11.54 14.84 -17.09  C97 1.090
109 H 12.96 13.15 -18.10  C99 1.090
110 H 12.97 12.83 -19.73  C99 1.090
111 H 10.87 11.77 -17.75  C100 1.090
112 H 12.10 10.93 -18.46  C100 1.090
113 H 10.29 12.48 -20.37  N101 1.010
114 H 9.10 10.56 -20.75  C102 1.090
115 H 8.70 11.38 -19.16  C102 1.090
116 H 10.47 8.86 -19.45  C103 1.090
117 H 8.78 8.72 -19.27  C103 1.090
118 H 11.17 8.10 -17.00  C105 1.090
119 H 9.56 7.43 -17.49  C105 1.090
120 H 9.88 8.36 -15.96  C105 1.090
121 C 16.74 11.46 -18.34  O122 1.428, H130 1.090, H131 1.090, H132 1.090
122 O 17.83 11.05 -19.17  C121 1.428, C123 1.417
123 C 18.99 11.86 -19.29  O122 1.417, C124 1.572, H133 1.090, H134 1.090
124 C 19.82 11.19 -20.44  C123 1.572, N125 1.489, H135 1.090, H136 1.090
125 N 21.29 11.41 -20.41  C124 1.489, C126 1.472, H137 1.010
126 C 22.03 11.13 -19.17  N125 1.472, C127 1.567, H138 1.090, H139 1.090
127 C 23.42 11.85 -19.07  C126 1.567, O128 1.435, H140 1.090, H141 1.090
128 O 24.08 11.64 -17.82  C127 1.435, C129 1.436
129 C 25.21 12.45 -17.46  O128 1.436, H142 1.090, H143 1.090, H144 1.090
130 H 16.06 12.12 -18.88  C121 1.090
131 H 17.17 11.96 -17.46  C121 1.090
132 H 16.11 10.65 -17.96  C121 1.090
133 H 19.43 11.96 -18.30  C123 1.090
134 H 18.56 12.82 -19.58  C123 1.090
135 H 19.41 11.60 -21.37  C124 1.090
136 H 19.82 10.10 -20.44  C124 1.090
137 H 21.72 11.05 -21.25  N125 1.010
138 H 22.22 10.06 -19.05  C126 1.090
139 H 21.48 11.52 -18.31  C126 1.090
140 H 23.20 12.91 -19.23  C127 1.090
141 H 24.10 11.47 -19.83  C127 1.090
142 H 24.85 13.46 -17.29  C129 1.090
143 H 25.87 12.36 -18.32  C129 1.090
144 H 25.48 12.04 -16.48  C129 1.090
145 N 13.97 10.42 -14.48  C146 1.305, H149 1.010, H150 1.010
146 C 13.25 10.43 -15.57  N145 1.305, N147 1.299, O148 1.187
147 N 12.10 9.86 -15.35  C146 1.299, H151 1.010, H152 1.010
148 O 13.51 10.96 -16.59  C146 1.187
149 H 13.76 9.69 -13.82  N145 1.010
150 H 14.84 10.94 -14.39  N145 1.010
151 H 11.51 9.72 -16.16  N147 1.010
152 H 11.75 9.78 -14.41  N147 1.010

Here are the Löwdin charges for atoms 1 to 5, given in e: atom 1 (C): -0.10, atom 2 (O): -0.28, atom 3 (C): -0.16, atom 4 (C): -0.16, atom 5 (N): -0.09

=====

Entry 2:
The following is a quantum chemistry calculation of a 9-piece molecular cluster, C37H96ClN8O12 overall at a distorted geometry, from the Open Molecules 2025 dataset.

ΔE to the lowest compared entry with this formula, charge and spin	1.9555	eV
E	-88925.5450	eV
net charge	-1

Last columns: bonded neighbours and bond lengths (Å).
Geometry (Å):
1 Cl 0.76 -0.37 -0.59  O2 1.409, O3 1.425, O4 1.437, O5 1.424
2 O 0.14 0.05 0.60  Cl1 1.409
3 O 1.97 0.36 -0.79  Cl1 1.425
4 O 1.03 -1.78 -0.65  Cl1 1.437
5 O -0.13 0.04 -1.63  Cl1 1.424
6 C 5.27 -2.08 -2.54  C7 1.518, H12 1.090, H13 1.090, H14 1.090
7 C 4.93 -2.97 -1.36  C6 1.518, C8 1.564, N11 1.441, H15 1.090
8 C 6.19 -3.79 -0.92  C7 1.564, O9 1.408, H16 1.090, H17 1.090
9 O 5.75 -5.02 -0.42  C8 1.408, C10 1.474
10 C 6.79 -5.94 0.07  O9 1.474, H18 1.090, H19 1.090, H20 1.090
11 N 4.58 -2.10 -0.27  C7 1.441, H21 1.010, H22 1.010
12 H 4.40 -1.60 -2.97  C6 1.090
13 H 5.79 -2.70 -3.27  C6 1.090
14 H 5.93 -1.26 -2.27  C6 1.090
15 H 4.11 -3.66 -1.56  C7 1.090
16 H 6.89 -3.36 -0.20  C8 1.090
17 H 6.82 -4.03 -1.78  C8 1.090
18 H 6.20 -6.79 0.45  C10 1.090
19 H 7.49 -5.43 0.73  C10 1.090
20 H 7.33 -6.29 -0.80  C10 1.090
21 H 4.37 -2.69 0.52  N11 1.010
22 H 3.67 -1.70 -0.45  N11 1.010
23 C 1.93 -5.33 0.07  C24 1.524, H29 1.090, H30 1.090, H31 1.090
24 C 0.92 -5.62 -1.03  C23 1.524, C25 1.516, N28 1.499, H32 1.090
25 C -0.52 -5.45 -0.56  C24 1.516, O26 1.431, H33 1.090, H34 1.090
26 O -1.44 -5.89 -1.56  C25 1.431, C27 1.386
27 C -1.34 -7.25 -1.83  O26 1.386, H35 1.090, H36 1.090, H37 1.090
28 N 1.19 -4.72 -2.20  C24 1.499, H38 1.010, H39 1.010
29 H 1.74 -5.96 0.94  C23 1.090
30 H 1.73 -4.32 0.41  C23 1.090
31 H 2.93 -5.45 -0.36  C23 1.090
32 H 1.09 -6.67 -1.24  C24 1.090
33 H -0.73 -4.39 -0.40  C25 1.090
34 H -0.71 -5.95 0.38  C25 1.090
35 H -0.62 -7.50 -2.61  C27 1.090
36 H -2.29 -7.62 -2.21  C27 1.090
37 H -1.14 -7.86 -0.94  C27 1.090
38 H 2.03 -4.94 -2.71  N28 1.010
39 H 1.30 -3.85 -1.70  N28 1.010
40 C 1.87 4.14 -3.24  C41 1.524, H46 1.090, H47 1.090, H48 1.090
41 C 0.55 3.79 -2.57  C40 1.524, C42 1.489, N45 1.467, H49 1.090
42 C 0.52 4.18 -1.13  C41 1.489, O43 1.392, H50 1.090, H51 1.090
43 O -0.71 3.85 -0.55  C42 1.392, C44 1.406
44 C -0.64 3.67 0.84  O43 1.406, H52 1.090, H53 1.090, H54 1.090
45 N -0.57 4.40 -3.30  C41 1.467, H55 1.010, H56 1.010
46 H 1.95 3.71 -4.24  C40 1.090
47 H 2.73 3.80 -2.66  C40 1.090
48 H 1.98 5.22 -3.22  C40 1.090
49 H 0.46 2.70 -2.57  C41 1.090
50 H 0.71 5.25 -1.05  C42 1.090
51 H 1.36 3.69 -0.63  C42 1.090
52 H -0.47 4.50 1.52  C44 1.090
53 H 0.15 2.94 1.06  C44 1.090
54 H -1.52 3.15 1.23  C44 1.090
55 H -0.29 3.92 -4.15  N45 1.010
56 H -0.22 5.28 -3.64  N45 1.010
57 C -1.35 -3.10 -4.42  C58 1.525, H63 1.090, H64 1.090, H65 1.090
58 C -2.43 -2.84 -3.37  C57 1.525, C59 1.557, N62 1.415, H66 1.090
59 C -3.62 -3.80 -3.65  C58 1.557, O60 1.459, H67 1.090, H68 1.090
60 O -4.26 -3.45 -4.91  C59 1.459, C61 1.434
61 C -5.20 -2.36 -4.87  O60 1.434, H69 1.090, H70 1.090, H71 1.090
62 N -1.86 -3.04 -2.10  C58 1.415, H72 1.010, H73 1.010
63 H -0.88 -4.06 -4.25  C57 1.090
64 H -0.59 -2.35 -4.19  C57 1.090
65 H -1.69 -2.93 -5.44  C57 1.090
66 H -2.81 -1.82 -3.48  C58 1.090
67 H -4.36 -3.68 -2.85  C59 1.090
68 H -3.43 -4.86 -3.49  C59 1.090
69 H -5.75 -2.31 -5.80  C61 1.090
70 H -4.68 -1.44 -4.60  C61 1.090
71 H -5.94 -2.50 -4.08  C61 1.090
72 H -0.98 -2.59 -1.90  N62 1.010
73 H -1.62 -4.02 -2.05  N62 1.010
74 C -4.56 1.05 -2.70  C75 1.522, H80 1.090, H81 1.090, H82 1.090
75 C -3.05 1.22 -2.74  C74 1.522, C76 1.563, N79 1.440, H83 1.090
76 C -2.48 1.76 -4.09  C75 1.563, O77 1.448, H84 1.090, H85 1.090
77 O -3.00 3.09 -4.31  C76 1.448, C78 1.354
78 C -3.68 3.12 -5.48  O77 1.354, H86 1.090, H87 1.090, H88 1.090
79 N -2.65 1.95 -1.57  C75 1.440, H89 1.010, H90 1.010
80 H -5.18 1.95 -2.76  C74 1.090
81 H -4.92 0.37 -1.93  C74 1.090
82 H -4.83 0.40 -3.54  C74 1.090
83 H -2.69 0.22 -2.48  C75 1.090
84 H -2.68 0.97 -4.82  C76 1.090
85 H -1.40 1.90 -4.04  C76 1.090
86 H -2.98 3.00 -6.31  C78 1.090
87 H -3.98 4.13 -5.78  C78 1.090
88 H -4.45 2.35 -5.51  C78 1.090
89 H -1.71 1.61 -1.42  N79 1.010
90 H -3.14 1.48 -0.83  N79 1.010
91 C -2.60 -0.95 5.63  C92 1.578, H97 1.090, H98 1.090, H99 1.090
92 C -1.09 -0.95 5.18  C91 1.578, C93 1.541, N96 1.495, H100 1.090
93 C -0.78 -1.10 3.68  C92 1.541, O94 1.391, H101 1.090, H102 1.090
94 O -1.45 -2.24 3.23  C93 1.391, C95 1.425
95 C -1.67 -2.45 1.84  O94 1.425, H103 1.090, H104 1.090, H105 1.090
96 N -0.63 0.38 5.70  C92 1.495, H106 1.010, H107 1.010
97 H -2.69 -1.21 6.68  C91 1.090
98 H -3.13 -1.67 5.00  C91 1.090
99 H -3.21 -0.06 5.52  C91 1.090
100 H -0.54 -1.66 5.80  C92 1.090
101 H 0.31 -1.19 3.64  C93 1.090
102 H -0.97 -0.24 3.05  C93 1.090
103 H -2.06 -1.57 1.33  C95 1.090
104 H -2.32 -3.29 1.58  C95 1.090
105 H -0.75 -2.67 1.29  C95 1.090
106 H -0.80 0.33 6.69  N96 1.010
107 H 0.37 0.51 5.68  N96 1.010
108 C -3.70 1.70 3.19  C109 1.545, H114 1.090, H115 1.090, H116 1.090
109 C -4.18 0.67 2.14  C108 1.545, C110 1.551, N113 1.480, H117 1.090
110 C -5.57 0.97 1.52  C109 1.551, O111 1.455, H118 1.090, H119 1.090
111 O -5.55 2.26 0.86  C110 1.455, C112 1.431
112 C -6.79 2.50 0.18  O111 1.431, H120 1.090, H121 1.090, H122 1.090
113 N -3.17 0.70 1.06  C109 1.480, H123 1.010, H124 1.010
114 H -3.71 2.74 2.87  C108 1.090
115 H -2.71 1.36 3.49  C108 1.090
116 H -4.31 1.49 4.06  C108 1.090
117 H -4.09 -0.35 2.52  C109 1.090
118 H -6.33 1.01 2.30  C110 1.090
119 H -5.80 0.14 0.85  C110 1.090
120 H -6.76 2.04 -0.80  C112 1.090
121 H -6.88 3.58 0.13  C112 1.090
122 H -7.70 2.14 0.68  C112 1.090
123 H -3.59 0.00 0.46  N113 1.010
124 H -2.30 0.32 1.39  N113 1.010
125 C 2.00 1.57 3.75  C126 1.552, H136 1.090, H137 1.090, H138 1.090
126 C 3.23 2.46 3.44  C125 1.552, C127 1.550, N131 1.468, C135 1.525
127 C 3.49 2.28 1.93  C126 1.550, C128 1.582, H139 1.090, H140 1.090
128 C 4.37 3.45 1.32  C127 1.582, C129 1.533, H141 1.090, H142 1.090
129 C 3.56 4.73 1.53  C128 1.533, C130 1.571, H143 1.090, H144 1.090
130 C 3.35 4.99 3.06  C129 1.571, N131 1.465, C133 1.497, C134 1.553
131 N 2.75 3.82 3.72  C126 1.468, C130 1.465, O132 1.343
132 O 2.45 4.08 5.00  N131 1.343, H154 0.960
133 C 4.61 5.45 3.73  C130 1.497, H145 1.090, H146 1.090, H147 1.090
134 C 2.36 6.18 3.14  C130 1.553, H148 1.090, H149 1.090, H150 1.090
135 C 4.40 1.91 4.25  C126 1.525, H151 1.090, H152 1.090, H153 1.090
136 H 1.63 1.72 4.76  C125 1.090
137 H 2.24 0.51 3.62  C125 1.090
138 H 1.16 1.71 3.07  C125 1.090
139 H 4.02 1.34 1.78  C127 1.090
140 H 2.61 2.27 1.29  C127 1.090
141 H 4.55 3.37 0.25  C128 1.090
142 H 5.41 3.34 1.64  C128 1.090
143 H 2.58 4.62 1.05  C129 1.090
144 H 4.09 5.62 1.20  C129 1.090
145 H 5.35 5.84 3.03  C133 1.090
146 H 4.35 6.17 4.51  C133 1.090
147 H 5.19 4.63 4.16  C133 1.090
148 H 1.42 6.21 2.58  C134 1.090
149 H 1.94 6.29 4.14  C134 1.090
150 H 2.90 7.09 2.86  C134 1.090
151 H 4.26 2.11 5.31  C135 1.090
152 H 5.36 2.37 4.02  C135 1.090
153 H 4.57 0.84 4.08  C135 1.090
154 H 1.50 4.03 5.11  O132 0.960

Here are the Löwdin charges for atoms 1 to 5, given in e: atom 1 (Cl): 0.60, atom 2 (O): -0.34, atom 3 (O): -0.35, atom 4 (O): -0.37, atom 5 (O): -0.36

=====

Results for LUMO level: 0.56 2.34 (in eV, following the order of the records).